The molecule C12H10N2O2S, computed with the ωB97M-V functional and the def2-TZVPD basis.

Output
Frontier orbital gap: 9.3 eV
SMILES: O=C(O)c1cccc(CSc2ncccn2)c1

Last columns: bonded neighbours and bond lengths (Å).
Atoms and positions in Å:
1 O -4.570 0.055 -1.488  C2 1.206
2 C -3.740 -0.609 -0.918  O1 1.206, O3 1.342, C4 1.479
3 O -3.765 -1.951 -0.944  C2 1.342, H18 0.970
4 C -2.616 -0.056 -0.132  C2 1.479, C5 1.394, C17 1.390
5 C -2.517 1.328 0.004  C4 1.394, C6 1.381, H19 1.079
6 C -1.479 1.872 0.735  C5 1.381, C7 1.386, H20 1.080
7 C -0.538 1.047 1.329  C6 1.386, C8 1.390, H21 1.079
8 C -0.626 -0.334 1.198  C7 1.390, C9 1.495, C17 1.388
9 C 0.398 -1.228 1.818  C8 1.495, S10 1.837, H22 1.090, H23 1.088
10 S 1.319 -2.173 0.540  C9 1.837, C11 1.739
11 C 2.264 -0.903 -0.179  S10 1.739, N12 1.327, N16 1.328
12 N 2.213 0.306 0.365  C11 1.327, C13 1.321
13 C 2.945 1.244 -0.210  N12 1.321, C14 1.386, H24 1.083
14 C 3.735 0.992 -1.321  C13 1.386, C15 1.391, H25 1.077
15 C 3.717 -0.314 -1.796  C14 1.391, N16 1.318, H26 1.082
16 N 2.988 -1.258 -1.235  C11 1.328, C15 1.318
17 C -1.668 -0.882 0.462  C4 1.390, C8 1.388, H27 1.079
18 H -4.518 -2.253 -1.475  O3 0.970
19 H -3.261 1.950 -0.469  C5 1.079
20 H -1.399 2.943 0.842  C6 1.080
21 H 0.276 1.474 1.894  C7 1.079
22 H -0.063 -1.998 2.436  C9 1.090
23 H 1.129 -0.666 2.395  C9 1.088
24 H 2.888 2.225 0.246  C13 1.083
25 H 4.328 1.761 -1.786  C14 1.077
26 H 4.302 -0.622 -2.654  C15 1.082
27 H -1.740 -1.952 0.342  C17 1.079